A 2-piece molecular cluster, CH2N2O2S overall in a non-equilibrium geometry. Source: OMol25; level of theory: the ωB97M-V functional and the def2-TZVPD basis.

Last column: Löwdin charge in e.
Atoms and positions in Å:
1 C -0.705 -1.557 -0.039  -0.0236
2 N 0.384 -1.750 0.315  0.0225
3 N -0.685 1.362 -0.226  0.0078
4 O 1.953 -0.081 -1.167  -0.4740
5 O 0.372 1.022 0.531  -0.5935
6 S 1.710 0.322 0.211  0.9409
7 H -1.572 -1.105 -0.128  0.0068
8 H -1.457 1.786 0.504  0.1130

HOMO level (spin up / spin down) (eV): -8.52 / -9.85
Frontier orbital gap (spin up / spin down) (eV): 7.8 / 9.1
Spin multiplicity: 1
Relative energy (zero: lowest compared OMol25 entry of this formula, charge and spin) (eV): 7.354



A 2-piece molecular cluster, CH2N2O2S overall in a non-equilibrium geometry. Source: OMol25; level of theory: the ωB97M-V functional and the def2-TZVPD basis.

Last column: Löwdin charge in e.
Atoms and positions in Å:
1 C -0.856 -0.087 -1.071  -0.3181
2 N 1.501 -0.619 2.887  0.0614
3 N 0.756 -0.793 2.090  -0.0079
4 O 0.745 1.306 0.590  -0.4498
5 O -0.137 0.823 -1.882  -0.3176
6 S 0.831 0.388 -0.488  0.8422
7 H -0.946 -1.144 -1.403  0.0940
8 H -1.894 0.126 -0.722  0.0959

HOMO level (spin up / spin down) (eV): -6.24 / -11.39
Frontier orbital gap (spin up / spin down) (eV): 7.1 / 8.2
Spin multiplicity: 3
Expectation value of S²: 2.01
Relative energy (zero: lowest compared OMol25 entry of this formula, charge and spin) (eV): 1.697



One molecule with the formula CH2N2O2Si in a non-equilibrium geometry. Source: OMol25; level of theory: the ωB97M-V functional and the def2-TZVPD basis.

Last column: Löwdin charge in e.
Atoms and positions in Å:
1 C 0.387 -0.726 -1.542  -0.3321
2 N 0.406 -1.322 -2.530  0.0869
3 N -1.025 0.077 1.017  -0.4922
4 O -1.971 0.838 1.011  0.0246
5 O -1.030 -0.984 1.638  -0.0202
6 Si 0.630 0.285 0.033  0.7698
7 H 0.659 1.704 -0.482  -0.0292
8 H 1.945 0.129 0.855  -0.0076

HOMO level (eV): -11.44
Frontier orbital gap (eV): 10.9
Spin multiplicity: 1
Relative energy (zero: lowest compared OMol25 entry of this formula, charge and spin) (eV): 0.742



A 2-piece molecular cluster, CH2N2O3 overall in a non-equilibrium geometry. Source: OMol25; level of theory: the ωB97M-V functional and the def2-TZVPD basis.

Last column: Löwdin charge in e.
Atoms and positions in Å:
1 C 0.637 0.642 -1.889  -0.3807
2 N 1.207 1.716 -1.648  0.1484
3 N -1.086 2.225 0.376  0.1244
4 O -0.105 -0.242 -2.129  0.1593
5 O 0.129 0.696 1.430  -0.0859
6 O -0.949 1.077 0.733  -0.1749
7 H 2.155 1.725 -2.024  0.0852
8 H -0.481 2.995 0.788  0.1241

HOMO level (spin up / spin down) (eV): -11.04 / -10.71
Frontier orbital gap (spin up / spin down) (eV): 9.9 / 9.4
Spin multiplicity: 1
Relative energy (zero: lowest compared OMol25 entry of this formula, charge and spin) (eV): 4.603



One molecule with the formula CH2N2O3 in a non-equilibrium geometry. Source: OMol25; level of theory: the ωB97M-V functional and the def2-TZVPD basis.

Last column: Löwdin charge in e.
Atoms and positions in Å:
1 C 0.125 0.777 0.118  -0.4874
2 N -1.185 -0.125 0.541  -0.0322
3 N 1.165 -0.047 0.049  0.1901
4 O -0.010 1.930 -0.088  0.1291
5 O -1.185 -1.390 0.004  -0.0404
6 O -2.006 -0.392 -0.528  0.0055
7 H 1.052 -1.034 0.228  0.1088
8 H 2.043 0.281 -0.325  0.1265

HOMO level (eV): -10.08
Frontier orbital gap (eV): 10.7
Spin multiplicity: 1
Relative energy (zero: lowest compared OMol25 entry of this formula, charge and spin) (eV): 4.189



CH2N2O3 as an isolated structure in a non-equilibrium geometry. Source: OMol25; level of theory: the ωB97M-V functional and the def2-TZVPD basis.

Last column: Löwdin charge in e.
Atoms and positions in Å:
1 C -1.364 -0.301 1.682  -0.5734
2 N 0.260 -0.923 0.131  0.1018
3 N -0.323 0.893 -0.024  0.1002
4 O -2.131 -0.477 2.557  0.1903
5 O -0.528 -1.249 1.203  -0.0066
6 O -1.191 0.875 1.036  -0.0066
7 H -0.180 -1.283 -0.725  0.0966
8 H 0.542 1.364 0.274  0.0978

HOMO level (eV): -10.55
Frontier orbital gap (eV): 10.4
Spin multiplicity: 1
Relative energy (zero: lowest compared OMol25 entry of this formula, charge and spin) (eV): 3.017



A 2-piece molecular cluster, CH2N2O3 overall in a non-equilibrium geometry. Source: OMol25; level of theory: the ωB97M-V functional and the def2-TZVPD basis.

Last column: Löwdin charge in e.
Atoms and positions in Å:
1 C 2.327 -0.077 -0.193  -0.4235
2 N -2.027 -0.589 -0.096  0.1112
3 N -1.338 0.425 0.085  -0.2817
4 O 3.261 -0.484 0.332  0.2159
5 O 1.374 0.323 -0.682  0.1697
6 O -0.228 0.552 0.586  -0.0528
7 H -1.569 -1.437 0.252  0.0784
8 H -1.799 1.287 -0.283  0.1829

HOMO level (eV): -10.07
Frontier orbital gap (eV): 10.8
Spin multiplicity: 1
Relative energy (zero: lowest compared OMol25 entry of this formula, charge and spin) (eV): 0.650



One molecule with the formula CH2N2O3 in a non-equilibrium geometry. Source: OMol25; level of theory: the ωB97M-V functional and the def2-TZVPD basis.

Last column: Löwdin charge in e.
Atoms and positions in Å:
1 C 0.727 -0.826 -0.642  0.1269
2 N -0.460 -0.376 0.034  -0.2793
3 N -0.262 0.997 0.693  -0.3538
4 O -1.538 -0.823 0.145  0.0607
5 O 0.839 1.424 0.624  0.0930
6 O -1.269 1.566 0.979  0.1450
7 H 0.378 -1.861 -1.050  0.1172
8 H 1.585 -0.101 -0.783  0.0902

HOMO level (spin up / spin down) (eV): -9.74 / -9.74
Frontier orbital gap (spin up / spin down) (eV): 8.7 / 8.7
Spin multiplicity: 1
Relative energy (zero: lowest compared OMol25 entry of this formula, charge and spin) (eV): 5.065



A 2-piece molecular cluster, CH2N2O3 overall in a non-equilibrium geometry. Source: OMol25; level of theory: the ωB97M-V functional and the def2-TZVPD basis.

Last column: Löwdin charge in e.
Atoms and positions in Å:
1 C 1.609 0.416 -0.180  -0.1428
2 N -1.832 -0.740 -0.233  -0.0247
3 N -1.586 -0.185 0.773  -0.0128
4 O -0.848 0.754 1.073  -0.0395
5 O -2.358 -1.452 -1.100  0.0813
6 O 1.308 -0.645 0.325  -0.0372
7 H 1.745 1.263 0.558  0.0913
8 H 1.961 0.589 -1.216  0.0844

HOMO level (eV): -10.10
Frontier orbital gap (eV): 8.8
Spin multiplicity: 1
Relative energy (zero: lowest compared OMol25 entry of this formula, charge and spin) (eV): 5.103



CH2N2O3S as an isolated structure in a non-equilibrium geometry. Source: OMol25; level of theory: the ωB97M-V functional and the def2-TZVPD basis.

Last column: Löwdin charge in e.
Atoms and positions in Å:
1 C 0.212 1.894 -0.603  -1.0421
2 N -0.633 0.889 -0.292  -0.2175
3 N -0.561 -2.113 -0.152  -0.2890
4 O 1.443 1.626 -0.423  -0.2396
5 O -0.270 2.950 -1.104  -0.1730
6 O 0.712 -0.333 1.632  -0.6078
7 S 0.564 -0.211 0.158  0.7833
8 H -1.436 -1.885 0.418  -0.0830
9 H -0.032 -2.817 0.367  -0.1314

HOMO level (eV): 0.60
Frontier orbital gap (eV): 6.1
Spin multiplicity: 1
Charge: -2
Relative energy (zero: lowest compared OMol25 entry of this formula, charge and spin) (eV): 1.382



One molecule with the formula CH2N2O3S in a non-equilibrium geometry. Source: OMol25; level of theory: the ωB97M-V functional and the def2-TZVPD basis.

Last column: Löwdin charge in e.
Atoms and positions in Å:
1 C 0.615 -1.184 0.402  -0.6314
2 N 0.026 -0.039 0.145  0.1746
3 N 0.054 -2.221 -0.489  -0.4780
4 O -0.681 -1.788 -1.417  -0.0397
5 O 1.421 -1.571 1.181  0.0780
6 O -0.418 -4.528 -1.654  -0.5012
7 S 0.636 -3.805 -0.368  1.0911
8 H -0.610 -0.217 -0.688  0.1206
9 H 0.189 0.923 0.619  0.1861

HOMO level (spin up / spin down) (eV): -10.41 / -9.59
Frontier orbital gap (spin up / spin down) (eV): 9.1 / 7.5
Spin multiplicity: 1
Relative energy (zero: lowest compared OMol25 entry of this formula, charge and spin) (eV): 3.775



A 2-piece molecular cluster, CH2N2O3Si overall in a non-equilibrium geometry. Source: OMol25; level of theory: the ωB97M-V functional and the def2-TZVPD basis.

Last column: Löwdin charge in e.
Atoms and positions in Å:
1 C 1.548 1.700 0.815  -0.2935
2 N 2.127 2.636 1.126  0.0939
3 N -0.112 1.150 -1.939  -0.1766
4 O 0.369 1.561 -2.941  0.0789
5 O -1.446 0.960 -1.936  0.0439
6 O -0.836 -0.039 0.485  -0.3796
7 Si 0.657 0.140 0.312  0.5800
8 H -1.644 0.596 -1.034  0.0732
9 H 1.643 -0.835 -0.097  -0.0202

HOMO level (eV): -11.20
Frontier orbital gap (eV): 10.2
Spin multiplicity: 1
Relative energy (zero: lowest compared OMol25 entry of this formula, charge and spin) (eV): 1.454



CH2N2O7S3 as an isolated structure in a non-equilibrium geometry. Source: OMol25; level of theory: the ωB97M-V functional and the def2-TZVPD basis.

Last column: Löwdin charge in e.
Atoms and positions in Å:
1 C -1.565 0.423 -1.128  -0.8868
2 N 2.939 -2.370 -1.441  -0.3119
3 N -0.853 0.723 -0.014  0.1012
4 O 0.727 -3.468 -0.649  -0.7063
5 O -2.421 1.212 -1.428  -0.0203
6 O 2.961 -4.185 0.364  -0.4014
7 O 1.892 -2.074 0.848  -0.4179
8 O 1.668 0.126 -1.444  -0.4087
9 O 1.553 -1.292 -3.448  -0.4104
10 O -1.248 -0.570 -1.862  -0.3183
11 S -0.235 -2.029 -1.138  0.8621
12 S 2.200 -3.041 -0.164  0.2839
13 S 1.475 -1.197 -2.021  0.4546
14 H -1.249 1.281 0.845  0.1386
15 H -0.209 0.015 0.348  0.0415

HOMO level (eV): -1.54
Frontier orbital gap (eV): 7.4
Spin multiplicity: 1
Charge: -2
Relative energy (zero: lowest compared OMol25 entry of this formula, charge and spin) (eV): 0.870



CH2N2OS as an isolated structure in a non-equilibrium geometry. Source: OMol25; level of theory: the ωB97M-V functional and the def2-TZVPD basis.

Last column: Löwdin charge in e.
Atoms and positions in Å:
1 C 0.208 -0.034 -0.569  -0.8190
2 N -0.095 -1.000 0.381  -0.3060
3 N 0.129 1.156 0.205  -0.1824
4 O 0.356 -0.095 -1.747  0.0809
5 S -0.434 0.191 1.605  0.8264
6 H -1.074 -1.946 -0.368  0.3248
7 H 0.909 1.728 0.493  0.0754

HOMO level (spin up / spin down) (eV): -8.82 / -8.82
Frontier orbital gap (spin up / spin down) (eV): 7.9 / 7.9
Spin multiplicity: 1
Relative energy (zero: lowest compared OMol25 entry of this formula, charge and spin) (eV): 1.705



A 2-piece molecular cluster, CH2N2OS overall in a non-equilibrium geometry. Source: OMol25; level of theory: the ωB97M-V functional and the def2-TZVPD basis.

Last column: Löwdin charge in e.
Atoms and positions in Å:
1 C -2.542 -0.770 -0.077  -0.2402
2 N -3.136 -1.689 0.274  -0.0812
3 N 1.436 -0.144 -0.218  -0.2533
4 O 0.036 1.823 0.651  -0.4821
5 S 0.075 0.835 -0.420  0.9071
6 H 1.920 0.010 0.703  0.0788
7 H 2.211 -0.066 -0.913  0.0708

HOMO level (spin up / spin down) (eV): -9.38 / -11.30
Frontier orbital gap (spin up / spin down) (eV): 5.8 / 9.0
Spin multiplicity: 1
Relative energy (zero: lowest compared OMol25 entry of this formula, charge and spin) (eV): 2.681



CH2N2OS2 as an isolated structure in a non-equilibrium geometry. Source: OMol25; level of theory: the ωB97M-V functional and the def2-TZVPD basis.

Last column: Löwdin charge in e.
Atoms and positions in Å:
1 C 0.649 -1.745 0.376  -0.2875
2 N 0.815 -2.854 0.571  -0.0171
3 N -1.080 0.885 -0.082  -0.1537
4 O 0.662 0.348 -1.816  -0.3630
5 S 1.532 1.369 1.038  0.3031
6 S 0.485 0.480 -0.389  0.3654
7 H -1.239 0.998 0.931  0.0792
8 H -1.824 0.519 -0.628  0.0736

HOMO level (spin up / spin down) (eV): -10.52 / -10.52
Frontier orbital gap (spin up / spin down) (eV): 8.5 / 8.5
Spin multiplicity: 1
Relative energy (zero: lowest compared OMol25 entry of this formula, charge and spin) (eV): 2.528



One molecule with the formula CH2N2P2 in a non-equilibrium geometry. Source: OMol25; level of theory: the ωB97M-V functional and the def2-TZVPD basis.

Last column: Löwdin charge in e.
Atoms and positions in Å:
1 C -0.959 -0.654 0.374  -0.6477
2 N -0.450 -1.740 0.141  0.1171
3 N 2.428 -0.440 -0.288  -0.4236
4 P 1.849 0.916 -0.231  0.4659
5 P -0.302 1.061 0.514  0.6046
6 H -2.040 -0.324 0.260  0.0643
7 H -0.525 1.181 -0.771  -0.1805

HOMO level (spin up / spin down) (eV): -9.52 / -8.89
Frontier orbital gap (spin up / spin down) (eV): 7.6 / 7.7
Spin multiplicity: 1
Relative energy (zero: lowest compared OMol25 entry of this formula, charge and spin) (eV): 4.990



One molecule with the formula CH2N2S2 in a non-equilibrium geometry. Source: OMol25; level of theory: the ωB97M-V functional and the def2-TZVPD basis.

Last column: Löwdin charge in e.
Atoms and positions in Å:
1 C -0.058 -0.464 -0.174  -1.0016
2 N -1.001 1.024 -0.590  -0.5429
3 N 1.100 -0.034 0.170  0.0570
4 S -0.735 -1.914 -0.099  0.6155
5 S -2.332 0.956 0.099  0.6473
6 H 1.336 0.832 -0.303  0.1071
7 H 1.689 -0.400 0.897  0.1176

HOMO level (eV): -8.01
Frontier orbital gap (eV): 6.9
Spin multiplicity: 1
Relative energy (zero: lowest compared OMol25 entry of this formula, charge and spin) (eV): 2.010



One molecule with the formula CH2N2S3 in a non-equilibrium geometry. Source: OMol25; level of theory: the ωB97M-V functional and the def2-TZVPD basis.

Last column: Löwdin charge in e.
Atoms and positions in Å:
1 C -1.211 0.694 -0.261  -0.4414
2 N -1.193 -0.283 0.496  -0.1799
3 N -0.161 -0.717 1.051  -0.1814
4 S 0.423 1.453 -0.853  0.5216
5 S 2.812 -0.724 -1.171  0.0172
6 S 1.614 0.064 0.191  0.1242
7 H -1.972 1.199 -0.783  0.0432
8 H -0.311 -1.686 1.329  0.0965

HOMO level (spin up / spin down) (eV): -8.63 / -8.63
Frontier orbital gap (spin up / spin down) (eV): 7.5 / 7.5
Spin multiplicity: 1
Relative energy (zero: lowest compared OMol25 entry of this formula, charge and spin) (eV): 1.118



A 2-piece molecular cluster, CH2N3O2 overall in a non-equilibrium geometry. Source: OMol25; level of theory: the ωB97M-V functional and the def2-TZVPD basis.

Last column: Löwdin charge in e.
Atoms and positions in Å:
1 C -1.378 0.199 0.008  0.1999
2 N 3.350 0.677 0.050  0.3140
3 N 2.273 0.459 -0.002  -0.2556
4 N -1.331 -1.005 0.012  0.0212
5 O -1.271 -2.129 0.002  0.3861
6 O 1.132 0.229 -0.066  0.0406
7 H -0.926 0.785 -0.798  0.1389
8 H -1.850 0.786 0.795  0.1548

HOMO level (spin up / spin down) (eV): -15.66 / -16.43
Frontier orbital gap (spin up / spin down) (eV): 10.4 / 6.3
Spin multiplicity: 3
Charge: +1
Expectation value of S²: 2.01
Relative energy (zero: lowest compared OMol25 entry of this formula, charge and spin) (eV): 0.000